Model 1:
DFT (ωB97M-V/def2-TZVPD) results for a 2-piece molecular cluster, C3H10N2 overall.

Geometry as ORCA input:
```
! wB97M-V def2-TZVPD RIJCOSX def2/J DEFGRID3
* xyz 1 2
N -1.565 -2.052 -3.066
N 0.759 0.597 2.471
C -2.146 -1.486 -4.024
C 1.545 1.784 2.155
C 0.563 -0.353 1.418
H 0.993 2.472 1.515
H 0.074 0.158 0.574
H -1.138 -1.386 -2.425
H -2.138 -0.416 -4.274
H 1.904 2.235 3.083
H 1.501 -0.659 1.039
H -0.125 0.907 2.885
H 2.489 1.452 1.721
H 0.022 -1.246 1.703
H -2.739 -2.008 -4.775
*
```

Summary:
HOMO level (spin up / spin down) (eV): -12.355 / -12.354
HOMO-LUMO gap (spin up / spin down) (eV): 8.76 / 3.65

Results of the natural (NBO) charge analysis, in e, for atoms 1 through 2: -0.597 -0.054

Model 2:
DFT (ωB97M-V/def2-TZVPD) results for a 2-piece molecular cluster, C3H10N2 overall.

Geometry as ORCA input:
```
! wB97M-V def2-TZVPD RIJCOSX def2/J DEFGRID3
* xyz 1 2
N -1.928 -2.078 -0.525
N 0.827 0.832 0.387
C 1.244 1.411 -0.868
C 0.133 1.606 1.397
C -1.051 -2.940 -0.252
H 0.404 1.407 -1.567
H 2.055 0.797 -1.257
H -0.644 -3.686 -0.940
H 0.601 2.589 1.459
H -0.656 -2.990 0.760
H -2.166 -2.059 -1.517
H 1.582 2.436 -0.707
H -0.913 1.658 1.082
H 0.333 -0.054 0.205
H 0.179 1.073 2.343
*
```

Summary:
HOMO level (spin up / spin down) (eV): -13.558 / -13.557
HOMO-LUMO gap (spin up / spin down) (eV): 10.33 / 5.46

Results of the natural (NBO) charge analysis, in e, for atoms 1 through 2: -0.619 -0.078

The data favor model 2; the next most stable structure lies 58.3 kJ/mol above it.

Model 1:
DFT (ωB97M-V/def2-TZVPD) results for C38H97BaF3N7O14S as an isolated structure.

Geometry as ORCA input:
```
! wB97M-V def2-TZVPD RIJCOSX def2/J DEFGRID3
* xyz 1 1
Ba 1.735 3.122 8.288
S -0.553 -0.152 2.878
F -1.380 -2.405 1.523
F -1.109 -2.580 3.730
F 0.655 -2.487 2.350
O -9.263 -2.253 4.505
O -3.950 -8.182 -4.000
O -1.942 0.139 3.184
O 3.074 -2.345 -7.084
O 8.248 1.543 4.501
O 0.009 5.967 1.011
O 0.403 0.097 4.001
O -0.136 0.569 1.632
O -6.731 -1.357 5.378
O -7.889 1.990 -2.496
O 2.219 5.754 3.081
O -0.276 5.198 -8.225
O 1.375 -1.495 8.914
O -2.824 4.461 9.571
N -1.867 -5.059 -4.015
N 4.131 -1.024 8.510
N -8.732 -1.153 -4.222
N 4.339 -2.878 -6.786
N -1.539 6.157 -4.915
N -2.474 4.828 6.710
N 5.882 2.259 1.627
C -2.187 -6.461 -4.130
C 7.046 -3.688 -6.338
C 4.030 -4.651 -8.571
C -8.886 0.231 -3.872
C 5.049 -2.210 -5.688
C 4.601 -3.341 7.796
C -6.948 -2.259 4.379
C 2.274 -2.582 8.777
C 7.800 2.106 3.271
C -0.717 5.384 -5.900
C -5.052 -8.671 -3.377
C -0.615 -2.085 2.599
C -3.952 4.696 8.698
C 1.161 6.774 1.072
C -4.628 6.027 6.641
C 6.189 -4.399 -7.470
C 4.163 -1.917 -4.470
C 1.108 5.391 -8.109
C -0.947 3.817 -5.763
C -3.597 -6.861 -3.619
C -7.067 2.149 -1.373
C 4.980 -3.574 -7.987
C 3.526 -2.181 7.933
C 6.207 -3.122 -5.253
C 0.133 -1.922 9.483
C -8.105 0.584 -2.628
C -3.448 5.582 7.533
C -1.112 5.906 -7.254
C 6.823 -0.011 2.231
C -3.089 4.202 10.939
C 5.442 -2.522 -9.067
C 6.521 1.395 2.650
C -0.994 -7.193 -3.452
C 9.627 1.274 4.446
C 1.583 6.927 2.500
C -10.440 0.383 -3.737
C -8.207 -1.863 3.699
C 5.672 -0.878 -6.288
H -4.324 -6.152 -4.015
H 4.681 -1.075 -4.012
H 2.574 -2.960 9.754
H 7.917 -4.282 -6.061
H -3.533 3.207 10.950
H 1.545 5.119 -9.070
H -9.303 -1.432 -5.007
H 6.664 -0.961 -6.733
H -1.801 5.281 6.108
H 3.195 -4.105 -9.010
H -2.162 5.795 -7.524
H -10.629 1.414 -3.438
H -2.999 4.336 6.001
H -0.048 -6.971 -3.946
H 2.391 7.655 2.583
H 7.329 -0.493 3.068
H -6.918 -3.306 4.677
H 5.909 -0.598 2.147
H 4.474 -1.297 9.420
H -0.586 -1.148 9.214
H -5.964 -8.247 -3.797
H -3.722 4.938 11.437
H 5.135 -3.597 8.711
H 5.798 1.346 3.464
H 5.668 -0.069 -5.558
H -1.982 -4.855 -3.033
H 10.268 2.137 4.264
H 0.230 5.051 1.195
H -8.503 0.800 -4.719
H 4.794 -1.657 -9.214
H -9.043 -1.720 5.272
H 4.001 -4.223 7.569
H 5.475 -2.958 -10.065
H 8.551 2.132 2.480
H 5.009 1.807 1.398
H 3.701 -5.263 -7.730
H 5.854 -3.962 -4.654
H -7.514 1.674 -0.501
H 7.381 -0.158 1.306
H -10.933 -0.160 -2.931
H 2.581 -2.769 -6.379
H -6.118 -0.696 5.048
H 9.712 0.495 3.689
H 5.087 -0.333 -7.029
H 9.937 0.868 5.409
H 3.248 -1.828 6.940
H -8.335 -2.371 2.742
H 1.585 4.870 -7.280
H -2.501 5.877 -5.041
H 1.121 6.481 -8.084
H -5.401 6.528 7.224
H -0.255 -2.780 8.934
H -1.071 -8.280 -3.423
H -1.319 5.910 -3.960
H -4.450 3.772 8.407
H -9.035 -1.697 -3.426
H 3.151 -1.737 -4.833
H 4.979 -0.949 7.965
H -7.168 0.030 -2.687
H -6.069 1.763 -1.580
H -8.623 0.244 -1.731
H -5.122 5.162 6.199
H -3.646 -6.615 -2.558
H 2.763 5.413 2.368
H -2.173 4.024 11.502
H -2.644 -4.581 -4.448
H 7.725 3.163 3.527
H -5.098 -9.759 -3.421
H 4.113 -2.689 -3.701
H 0.937 7.725 0.589
H 0.078 -2.110 10.555
H 5.780 -5.341 -7.105
H 1.696 -3.355 8.270
H 0.330 5.647 -5.748
H -6.777 3.176 -1.150
H -4.686 5.233 9.300
H 6.409 -2.096 -8.798
H 6.370 2.321 0.744
H -11.009 0.279 -4.661
H 6.952 -4.552 -8.234
H -2.202 -6.643 -5.204
H -0.436 3.252 -6.543
H -1.999 3.569 -5.902
H -0.668 3.451 -4.775
H -0.987 6.987 -7.312
H 1.902 6.370 0.381
H -6.220 -2.061 3.592
H 0.798 7.402 3.089
H -8.096 -0.822 3.396
H -2.973 6.482 7.923
H 6.789 -2.562 -4.521
H -4.964 -8.431 -2.317
H 5.206 -3.172 6.905
H -0.840 -6.899 -2.414
H -4.331 6.685 5.825
H 4.460 -5.329 -9.307
H 7.577 -2.920 -6.900
*
```

Summary:
HOMO level (eV): -8.367
HOMO-LUMO gap (eV): 1.61

Results of the Mulliken charge analysis, in e, for atoms 1 through 2: 1.909 1.025

Model 2:
DFT (ωB97M-V/def2-TZVPD) results for C38H97BaF3N7O14S as an isolated structure.

Geometry as ORCA input:
```
! wB97M-V def2-TZVPD RIJCOSX def2/J DEFGRID3
* xyz 1 1
Ba 2.809 -0.462 -3.733
S 1.582 -0.102 0.177
F 2.975 2.188 0.401
F 1.790 1.667 2.196
F 0.815 2.516 0.427
O 1.732 0.034 -1.293
O 2.624 5.598 -2.730
O 0.208 -0.470 0.572
O -3.978 -2.839 -0.213
O 4.757 1.427 -4.508
O 4.512 -2.940 1.141
O 0.889 -2.052 -2.873
O 1.943 6.215 2.572
O 2.708 -0.939 0.777
O -1.664 -0.708 4.888
O 1.635 -3.114 1.925
O 1.826 2.142 -3.689
O -2.694 2.873 -2.038
O -2.543 3.971 3.193
N -2.972 -0.211 0.123
N -3.165 -3.827 -0.702
N 0.660 7.315 -0.788
N 5.140 -0.003 -1.979
N -4.882 1.304 2.195
N 3.797 -2.779 -2.342
N 1.231 -2.955 4.918
C -2.984 -0.696 4.334
C -3.191 0.604 -1.113
C -2.607 2.046 -0.929
C 2.563 -4.210 1.851
C 0.580 -1.680 5.081
C 5.068 1.920 -5.790
C -3.676 -4.557 -1.891
C 2.107 4.255 -2.742
C -5.700 3.037 3.691
C 2.192 3.489 -3.942
C -1.428 -5.560 -0.103
C -3.102 2.593 3.231
C -3.355 -5.114 1.504
C 3.097 -5.051 -2.609
C -4.581 2.662 2.684
C -5.035 -5.315 -1.528
C -1.115 4.023 3.360
C -2.061 -6.515 -1.092
C -2.404 -4.478 0.403
C 2.664 -3.607 -2.799
C 0.718 7.330 0.633
C -0.546 -1.997 -2.979
C -2.624 -5.643 -2.290
C 1.820 1.716 0.879
C 1.760 6.337 1.157
C -0.705 -1.640 4.197
C 2.711 5.073 2.950
C -2.046 4.175 -1.849
C -3.935 -3.586 -3.067
C 4.876 1.442 -2.133
C 1.444 -0.470 4.712
C 3.939 -3.697 2.203
C 5.604 2.130 -1.006
C 5.467 2.008 -3.433
C -1.605 -3.330 1.040
C -4.671 0.478 -1.484
C -0.665 6.940 1.142
C 1.284 -3.241 -2.206
H -1.075 5.972 0.853
H -2.931 2.543 -0.015
H -5.237 -6.028 -2.327
H -2.594 0.207 -1.935
H -4.121 -4.364 1.704
H 4.048 -5.388 -3.022
H -0.868 -2.146 -1.949
H -0.962 4.063 -1.816
H -0.986 -6.220 0.643
H 6.092 1.582 -5.947
H -0.612 6.787 2.220
H 4.492 -4.623 2.357
H 1.871 6.137 -2.980
H 2.398 -5.711 -3.123
H 4.476 1.443 -6.571
H -3.279 -1.137 -0.139
H 2.619 -4.645 0.853
H -5.741 2.392 4.568
H 0.471 6.346 -1.000
H 1.452 -3.094 -1.139
H 5.544 1.587 -0.063
H -2.965 -5.401 2.480
H 1.787 -0.543 3.680
H 0.873 2.135 -3.578
H -1.131 -2.638 -3.640
H -4.839 -3.058 -2.765
H -1.200 -2.610 4.168
H 2.386 -0.497 5.261
H 4.581 -2.906 -2.966
H 1.610 3.852 -4.789
H -0.918 -1.075 -3.426
H 2.364 -5.051 2.516
H 5.333 3.085 -3.539
H 0.304 -1.728 6.134
H -2.532 1.927 2.581
H -0.787 5.062 3.410
H -5.033 -5.895 -0.605
H -6.699 3.005 3.255
H 1.095 4.353 -2.351
H 1.361 -3.019 3.919
H -3.104 2.338 4.290
H 2.624 3.634 -2.011
H -0.421 -1.279 3.208
H -0.582 3.484 2.578
H 6.148 -0.070 -1.972
H -2.336 -2.638 1.458
H -4.768 -3.286 0.101
H -0.527 -5.227 -0.618
H -2.890 -0.720 3.248
H 0.621 -4.091 -2.367
H -4.532 3.380 1.866
H 2.753 -3.444 -3.873
H -5.592 4.021 4.147
H -3.029 -2.988 -3.164
H -4.123 -3.970 -4.070
H 5.249 3.152 -0.869
H 6.515 1.764 -3.606
H 3.140 -5.230 -1.535
H 3.811 1.620 -1.987
H 0.953 8.328 1.002
H 2.164 -2.926 5.304
H 3.988 -2.136 1.143
H -2.443 4.707 -0.984
H -4.117 1.085 1.572
H 3.969 -3.171 -1.427
H -0.932 -3.002 0.248
H -1.388 7.724 0.917
H -4.017 -5.933 1.224
H 1.544 7.476 -1.249
H -3.591 -1.518 4.715
H -0.894 3.561 4.322
H -1.533 1.913 -0.800
H 6.672 2.051 -1.207
H -2.312 4.946 -2.572
H -0.927 -3.634 1.837
H -5.009 -0.538 -1.690
H 3.008 5.179 3.993
H 3.840 -3.073 3.091
H -1.962 -0.230 0.096
H -5.296 0.658 -0.610
H 3.224 3.479 -4.293
H 1.550 5.325 0.810
H 0.977 0.491 4.928
H -3.030 -6.234 -3.111
H 2.700 6.587 0.665
H -5.803 -4.584 -1.273
H 2.146 4.145 3.036
H 1.909 -2.439 1.299
H -5.141 1.123 -2.227
H -1.197 -7.057 -1.476
H 4.928 -0.244 -1.021
H 5.083 3.002 -5.927
H -3.532 0.144 4.760
H -1.759 -5.230 -2.809
H -5.700 1.358 1.605
H -2.871 -7.102 -0.658
H 3.598 4.902 2.339
*
```

Summary:
HOMO level (eV): -10.081
HOMO-LUMO gap (eV): 6.52

Results of the Mulliken charge analysis, in e, for atoms 1 through 2: 1.952 -0.016

The data favor model 2; the next most stable structure lies 888.1 kJ/mol above it.

Model 1:
DFT (ωB97M-V/def2-TZVPD) results for a 2-piece molecular cluster, C2H2INO3 overall.

Geometry as ORCA input:
```
! wB97M-V def2-TZVPD RIJCOSX def2/J DEFGRID3
* xyz 0 1
I -2.149 -2.503 3.656
O 0.586 0.622 -0.636
O -1.089 0.160 3.157
O -0.447 -2.188 0.036
N -0.078 0.023 0.517
C -1.192 -0.939 2.739
C -0.538 -1.162 0.604
H -0.268 0.725 1.153
H 0.499 -0.161 -1.296
*
```

Summary:
HOMO level (eV): -8.638
HOMO-LUMO gap (eV): 8.06

Results of the natural (NBO) charge analysis, in e, for atoms 1 through 2: 0.155 -0.521

Model 2:
DFT (ωB97M-V/def2-TZVPD) results for one molecule with the formula C2H2INO3.

Geometry as ORCA input:
```
! wB97M-V def2-TZVPD RIJCOSX def2/J DEFGRID3
* xyz 0 1
I -3.018 0.333 0.614
O -0.276 2.000 0.870
O -1.620 -0.661 -0.091
O 0.469 -2.199 -0.793
N 0.004 -0.140 -0.050
C 0.333 1.186 0.266
C 0.808 -1.128 -0.445
H 1.835 -0.857 -0.367
H 1.465 1.466 -0.005
*
```

Summary:
HOMO level (eV): -9.599
SMILES string: O=CN(C=O)OI
HOMO-LUMO gap (eV): 7.95

Results of the natural (NBO) charge analysis, in e, for atoms 1 through 2: 0.568 -0.521

The data favor model 1; the next most stable structure lies 64.9 kJ/mol above it.

Model 1:
DFT (ωB97M-V/def2-TZVPD) results for a 6-piece molecular cluster, CH14O5 overall.

Geometry as ORCA input:
```
! wB97M-V def2-TZVPD RIJCOSX def2/J DEFGRID3
* xyz 0 1
O -0.327 -0.569 -2.775
O -1.021 1.439 -1.207
O -1.486 1.587 1.597
O 0.498 -1.868 -0.210
O -0.498 -1.340 2.213
C 2.706 0.631 0.330
H 2.556 1.693 0.130
H 1.991 0.326 1.083
H 2.647 0.145 -0.640
H 1.342 -2.042 -0.593
H -1.480 2.058 2.413
H -0.750 0.242 -2.502
H -0.996 2.287 -0.769
H 0.002 -1.515 -0.957
H 0.087 -1.609 1.480
H -0.581 -2.085 2.810
H -1.228 0.715 1.888
H -1.318 0.839 -0.539
H 3.756 0.517 0.624
H 0.344 -0.307 -3.415
*
```

Summary:
HOMO level (eV): -11.231
SMILES string: C.O.O.O.O.O
HOMO-LUMO gap (eV): 11.90

Results of the natural (NBO) charge analysis, in e, for atoms 1 through 2: -0.983 -0.968

Model 2:
DFT (ωB97M-V/def2-TZVPD) results for a 6-piece molecular cluster, CH14O5 overall.

Geometry as ORCA input:
```
! wB97M-V def2-TZVPD RIJCOSX def2/J DEFGRID3
* xyz 0 1
O -0.935 -2.183 -1.281
O -0.060 1.527 -0.843
O 2.535 2.152 -1.546
O 1.997 -1.038 -0.539
O -3.298 -1.318 -0.039
C 0.137 0.747 2.493
H -1.279 -2.896 -0.736
H -0.466 1.639 2.651
H 3.153 1.496 -1.221
H -1.743 -1.728 -1.519
H -3.186 -0.400 0.206
H -0.247 2.363 -1.255
H 0.429 0.557 1.471
H 1.647 1.810 -1.347
H -0.196 -0.103 3.077
H 2.814 -1.310 -0.961
H -3.075 -1.832 0.739
H 1.088 1.089 2.917
H -0.573 0.813 -1.226
H 1.258 -1.386 -1.043
*
```

Summary:
HOMO level (eV): -10.508
SMILES string: C.O.O.O.O.O
HOMO-LUMO gap (eV): 10.65

Results of the natural (NBO) charge analysis, in e, for atoms 1 through 2: -0.959 -0.947

The data favor model 1; the next most stable structure lies 61.1 kJ/mol above it.